No. 1
The following is a quantum chemistry calculation of a structure of composition C13H58BrN22O17Pt, from OMol25.

Results
⟨S²⟩   2.00
E_HOMO (spin up / spin down)   -10.6 / -10.6 eV
Spin multiplicity   3
Net charge   +1
Energy   -155301.26793 eV

Each line ends with the Löwdin charge.
CARTESIAN COORDINATES (ANGSTROEM)
Pt  -0.0520  4.9372  -15.4439  1.065
Br  -0.8799  7.2580  -14.2558  0.287
C  2.2033  11.1926  -16.0918  -0.681
O  2.0833  10.1525  -15.4231  -0.016
N  3.0568  12.2202  -15.9692  0.196
N  1.3737  11.4302  -17.0551  0.164
H  3.1805  12.9616  -16.6439  0.122
H  3.6662  12.2330  -15.1638  0.114
H  1.5555  12.2264  -17.6494  0.126
H  0.6855  10.8158  -17.4663  0.094
C  3.0830  6.2727  -15.9408  -0.752
O  2.0727  5.6604  -15.6372  -0.072
N  3.2402  7.5219  -16.3091  0.208
N  4.2160  5.7179  -15.9006  0.188
H  4.1932  7.8398  -16.4129  0.123
H  2.4464  8.1156  -16.5027  0.098
H  4.1429  4.8044  -15.4762  0.133
H  5.1182  6.1654  -15.9772  0.133
C  0.9088  2.4490  -17.4425  -0.729
O  0.4415  3.3622  -16.7717  -0.099
N  0.3451  2.0614  -18.5542  0.200
N  1.9689  1.8180  -17.1068  0.217
H  0.8514  1.3456  -19.0555  0.120
H  -0.5783  2.3623  -18.8314  0.134
H  2.5037  2.0383  -16.2788  0.143
H  2.1778  1.0959  -17.7814  0.126
C  -2.8240  3.2855  -15.1906  -0.710
O  -1.8767  4.0220  -15.1091  -0.103
N  -2.8013  2.0565  -15.5369  0.202
N  -4.1092  3.6072  -14.9942  0.183
H  -1.9202  1.5952  -15.7129  0.137
H  -3.6876  1.5747  -15.5851  0.129
H  -4.8358  2.9151  -15.1089  0.116
H  -4.4081  4.4981  -14.6241  0.109
C  -0.7625  5.8138  -18.5932  -0.698
O  -0.5832  5.7044  -17.3583  -0.136
N  -1.9078  5.9280  -19.1722  0.196
N  0.1135  5.8758  -19.5457  0.185
H  -2.7058  6.1483  -18.5937  0.140
H  -1.9268  5.9237  -20.1820  0.127
H  1.0825  5.8488  -19.2622  0.131
H  -0.1525  5.8775  -20.5200  0.128
C  -1.4406  4.5145  -10.8470  -0.679
O  -0.3922  4.0333  -11.3508  -0.019
N  -2.4969  4.6764  -11.5824  0.196
N  -1.5825  4.8779  -9.5751  0.199
H  -3.3103  5.1624  -11.2325  0.121
H  -2.4337  4.4632  -12.5676  0.093
H  -2.4623  5.1515  -9.1613  0.123
H  -0.7560  4.6570  -9.0383  0.123
C  -1.6446  12.5164  -15.6722  -0.790
O  -2.8119  12.5902  -15.9382  0.057
N  -1.1249  11.4465  -15.1036  0.180
N  -0.7637  13.4112  -15.9415  0.195
H  -0.1432  11.2356  -15.2123  0.065
H  -1.6626  10.6498  -14.7934  0.073
H  0.2001  13.1152  -15.8813  0.079
H  -1.0383  14.3361  -16.2401  0.135
C  -4.5387  8.5963  -15.2105  -0.837
O  -5.5208  9.0082  -15.7612  0.066
N  -4.2014  7.3604  -15.2091  0.160
N  -3.6967  9.3826  -14.6274  0.180
H  -3.2768  7.2088  -14.8319  -0.036
H  -4.5548  6.7197  -15.9053  0.112
H  -3.9785  10.3280  -14.4108  0.131
H  -2.9692  8.9686  -14.0622  0.013
C  1.6599  12.7997  -12.6777  -0.781
O  1.3170  13.8107  -13.2630  0.031
N  2.8198  12.4357  -12.3196  0.185
N  0.7692  11.8111  -12.4985  0.165
H  3.5616  13.1196  -12.3650  0.136
H  2.9485  11.6478  -11.7009  0.076
H  1.0332  11.0829  -11.8503  0.080
H  -0.1828  11.8897  -12.8266  0.090
C  4.9589  9.3040  -12.3144  -0.790
O  6.0883  9.7051  -12.0516  0.031
N  3.9098  9.6559  -11.6942  0.153
N  4.6111  8.4127  -13.2010  0.172
H  4.0234  10.2900  -10.9163  0.126
H  3.0090  9.3791  -12.0576  0.051
H  5.3562  7.9704  -13.7200  0.111
H  3.6538  8.0969  -13.2633  0.072
C  1.9154  6.4692  -9.7667  -0.780
O  2.1593  5.3368  -9.3962  0.030
N  2.1856  7.5324  -9.0395  0.170
N  1.4378  6.7828  -10.9357  0.182
H  2.6214  7.6534  -8.1364  0.125
H  1.8880  8.3310  -9.5815  0.088
H  1.6679  7.6459  -11.4073  0.063
H  0.9625  6.0619  -11.4595  0.087
C  -1.9377  9.8838  -11.3486  -0.268
C  -2.3867  8.5812  -10.7017  -0.258
O  -2.9312  8.8493  -9.4327  -0.054
O  -3.0050  10.8145  -11.3230  -0.043
H  -1.3679  9.7785  -12.2718  0.077
H  -1.1575  10.3917  -10.7816  0.102
H  -1.6337  7.8127  -10.5269  0.102
H  -3.1145  8.1192  -11.3688  0.114
H  -2.1499  8.9877  -8.8923  0.098
H  -3.4878  10.5576  -10.5340  0.075
O  0.7580  3.9048  -13.6719  -0.133
H  1.6478  3.6427  -13.4357  0.076
H  0.2968  3.9693  -12.8356  -0.022
O  -2.6767  10.5142  -17.9625  -0.058
H  -1.7939  10.1460  -17.9984  -0.026
H  -2.8746  10.5724  -17.0278  -0.009
O  -0.4345  9.1961  -17.1108  -0.073
H  -0.4518  8.6285  -16.3403  -0.058
H  0.2002  8.7849  -17.6976  0.050
O  1.7808  8.7178  -13.1866  -0.145
H  2.0684  9.1583  -13.9863  -0.011
H  0.9255  8.3502  -13.4094  -0.125


No. 2
The following is a quantum chemistry calculation of a cluster of 11 separate species, C7H30O10 in total, from OMol25.

Results
E_HOMO   -8.2 eV
Energy relative to the best compared isomer or geometry (same formula, charge and spin)   4.598 eV
Net charge   0
Energy   -28217.29767 eV

Each line ends with the Löwdin charge.
CARTESIAN COORDINATES (ANGSTROEM)
C  0.4468  0.3176  0.1849  -0.131
C  0.1846  0.8405  -1.0435  0.022
C  1.1885  0.5431  2.4637  -0.068
C  1.3355  0.9441  1.1670  -0.256
C  1.9633  2.2372  0.8081  -0.158
C  1.4769  3.4232  1.2187  0.029
C  1.9280  1.1781  3.6413  -0.075
H  -0.1374  -0.5176  0.4181  0.067
H  0.6815  1.7248  -1.5919  0.096
H  -0.5464  0.2806  -1.5602  0.002
H  0.6552  -0.3203  2.7190  0.077
H  2.7798  2.1599  0.1987  0.065
H  2.0245  4.3212  0.8355  0.068
H  0.5712  3.4825  1.8953  0.097
H  3.0298  0.9201  3.7648  0.104
H  1.7052  2.1854  3.6786  0.031
H  1.5723  0.5840  4.4377  0.044
H  -2.7780  -2.9855  -0.8540  0.060
H  -1.5334  -2.1982  -1.6110  0.051
O  -1.9536  -2.5214  -0.7411  -0.066
H  -1.8206  -3.4843  2.5040  0.084
H  -1.5565  -2.4876  1.2391  -0.100
O  -1.4061  -2.6921  2.0775  -0.013
H  -3.1578  0.7578  -2.2672  0.042
H  -2.3393  -0.4867  -2.5812  0.000
O  -3.1188  -0.2411  -2.0550  -0.109
H  -3.1353  0.7901  1.1957  -0.109
H  -3.3188  0.1251  -0.2910  0.014
O  -3.3711  0.8567  0.3554  -0.022
H  -0.1813  -1.7588  -2.9377  0.013
H  -0.4933  -1.1264  -4.2787  0.075
O  -0.9283  -1.5815  -3.5374  -0.059
H  -2.6192  1.9996  -1.5617  0.058
H  -2.2270  3.1890  -2.3062  0.018
O  -2.4817  2.3282  -2.5040  -0.050
H  4.0642  -2.9441  0.0171  0.027
H  3.8095  -1.5309  -0.1978  0.080
O  3.3607  -2.4085  -0.2880  -0.034
H  -2.7588  -0.1249  3.5788  0.089
H  -1.9136  -0.3020  2.3721  0.001
O  -2.4581  0.3675  2.7705  -0.052
H  3.9839  1.2494  -2.4543  0.021
H  3.0259  0.3117  -3.0218  0.016
O  3.9428  0.3568  -2.7810  -0.039
H  1.5703  -2.4378  -0.8360  -0.050
H  0.1703  -3.0496  -1.0239  0.078
O  0.7638  -2.2749  -1.2171  -0.039


No. 3
The following is a quantum chemistry calculation of a cluster of 2 separate species, C2H9N2 in total, from OMol25.

Results
E_HOMO   -13.3 eV
Energy relative to the best compared isomer or geometry (same formula, charge and spin)   5.845 eV
Net charge   +1
Energy   -5188.10871 eV

Each line ends with the Löwdin charge.
CARTESIAN COORDINATES (ANGSTROEM)
N  -3.1037  -0.5710  -0.6625  0.082
C  2.2852  0.4082  -0.3336  0.026
C  1.2251  0.1664  0.8511  -0.230
N  0.0353  -0.0411  0.2539  0.338
H  2.6394  -0.5109  -0.7880  0.096
H  -3.0456  -0.9120  -1.6000  0.031
H  -2.3611  -0.3397  -0.0428  -0.051
H  1.8013  1.0864  -1.0260  0.087
H  3.1620  0.8985  0.0909  0.107
H  1.6339  -0.8161  1.2180  0.221
H  1.3950  0.8922  1.6470  0.138
H  -3.8933  0.0255  -0.4509  0.035
H  -0.7210  0.4689  0.7485  0.118


No. 4
The following is a quantum chemistry calculation of the molecule C5H8N8S2, from OMol25.

Results
E_HOMO   -9.4 eV
Energy relative to the best compared isomer or geometry (same formula, charge and spin)   0.100 eV
Net charge   0
Energy   -38900.28223 eV

Each line ends with the Löwdin charge.
CARTESIAN COORDINATES (ANGSTROEM)
C  -4.4465  -0.4646  0.6642  -0.079
C  -2.2158  -0.1850  -0.4481  -0.802
C  -0.0496  -1.3369  -0.4974  -0.687
C  2.3208  -0.2478  -0.1087  -0.602
C  3.9521  1.3314  1.0912  -0.068
H  -4.9313  0.4495  1.0968  0.104
H  -4.0820  -1.1969  1.5144  0.106
H  -4.9783  -1.1272  -0.1456  0.132
H  -0.0051  -0.5197  -1.4708  0.120
H  0.5270  -2.2469  -0.7499  0.039
H  3.3249  2.2400  1.2554  0.096
H  5.0344  1.6660  0.8414  0.127
H  3.9762  0.8217  2.0804  0.098
N  -3.4311  0.1902  -0.0524  -0.236
N  -3.6734  1.4147  -0.6309  0.043
N  -2.6195  1.7206  -1.1483  -0.055
N  -1.6418  0.7298  -1.2385  0.051
N  2.4817  -1.0939  -1.1157  0.014
N  3.7902  -0.9028  -1.4021  -0.032
N  4.3177  -0.0201  -0.6746  0.014
N  3.3572  0.5658  0.0847  -0.159
S  -1.7368  -1.5882  0.2029  0.945
S  0.7289  -0.1998  0.8516  0.828


No. 5
The following is a quantum chemistry calculation of the ion C7H13N4O with charge +1, from OMol25.

Results
E_HOMO   -13.5 eV
Energy relative to the best compared isomer or geometry (same formula, charge and spin)   3.065 eV
Net charge   +1
Energy   -15467.57806 eV

Each line ends with the Löwdin charge.
CARTESIAN COORDINATES (ANGSTROEM)
C  -0.8406  -0.6003  -2.6054  -0.086
C  0.8712  -0.2248  -1.4491  0.063
C  0.2596  0.2374  2.3810  -0.226
C  -0.7469  0.5688  1.2933  -0.390
C  1.6569  0.7725  2.5011  -0.025
C  -1.9647  -0.2591  0.9731  -0.012
C  -0.2976  1.5692  0.0389  0.046
N  -1.2059  0.4015  -1.8729  0.170
N  0.4122  -1.0108  -2.4363  -0.111
N  -0.1200  0.6441  -1.0868  -0.060
N  1.1141  -1.9258  -3.0886  0.149
O  -0.7982  1.2277  2.5386  0.010
H  -1.3526  -1.0054  -3.4171  0.140
H  1.9192  -0.3498  -1.1762  0.173
H  -0.0412  -0.6602  2.8329  0.125
H  1.5373  1.9187  2.4152  0.130
H  2.3990  0.2308  1.9483  0.071
H  1.9801  0.7086  3.5209  0.076
H  -1.9684  -0.7589  0.0096  0.054
H  -2.9511  0.2561  1.0356  0.111
H  -2.0834  -1.0201  1.7912  0.108
H  0.6425  1.8980  0.3475  0.093
H  -0.9549  2.3390  -0.2306  0.125
H  0.6410  -2.5463  -3.6707  0.105
H  1.8926  -2.4109  -2.5934  0.160


Number 1: molar mass 1069.73 g/mol. Number 2: molar mass 274.31 g/mol. Number 3: molar mass 61.11 g/mol. Number 4: molar mass 244.31 g/mol. Number 5: molar mass 169.21 g/mol.